Entry from OMol25: a structure of composition C17H31HfN2O3PSe (ωB97M-V with the def2-TZVPD basis set).

Orbital gap (alpha / beta) in eV: 4.36 / 4.36
Lowest unoccupied orbital energy (alpha / beta) in eV: -17.43 / -17.43
Charge: +4

```
56
Properties=species:S:1:pos:R:3:forces:R:3:nbo_charge:R:1
Hf 0.60204 -0.72966 0.43237 -0.637 -3.981 1.028 1.149
C 1.36075 -1.54520 -1.50926 1.894 -4.492 -6.830 0.467
O 1.58567 -2.16607 -2.47555 -1.145 3.606 5.349 -0.207
C -1.47808 -1.17474 0.23194 -11.272 -2.005 -1.306 0.454
O -2.62473 -1.39075 0.10806 6.864 1.153 0.872 -0.153
C 0.44743 0.80882 1.94597 -1.009 8.116 7.296 0.444
O 0.29604 1.67282 2.73620 0.989 -5.604 -4.989 -0.180
C -0.24932 0.75905 -2.96556 -0.097 -1.106 -0.321 -0.460
P 0.19811 1.24439 -1.22013 0.567 2.319 -2.293 0.814
H 1.20939 3.19669 -2.00188 0.064 -0.273 0.178 0.273
H 0.62087 0.15956 -3.27168 -0.180 0.180 -0.061 0.233
C -1.08262 2.56987 -0.93220 -0.792 0.349 1.132 -0.453
H -1.25668 2.95080 -1.94966 0.243 -0.322 0.114 0.288
C -0.41762 1.91644 -3.97098 -0.020 0.193 0.079 -0.642
H 0.25376 2.76779 -3.81401 -0.167 -0.202 -0.101 0.235
H -1.45402 2.28251 -3.99576 0.300 -0.099 0.068 0.248
H -0.19939 1.50881 -4.97007 -0.043 0.097 0.275 0.290
C -1.49270 -0.12847 -3.00299 -0.177 0.199 -0.528 -0.618
H -2.39766 0.43452 -2.73534 0.230 -0.231 -0.156 0.240
C 2.46147 2.69287 -0.32130 0.051 0.138 0.048 -0.641
H -1.43104 -1.00852 -2.35326 0.073 -0.180 -0.041 0.163
H -1.61569 -0.47742 -4.04062 -0.119 -0.036 0.401 0.291
C 2.63216 1.71502 -2.65500 0.000 0.179 -0.135 -0.626
H 3.27825 1.98824 -0.12212 0.076 0.154 -0.061 0.216
H 2.91011 3.68942 -0.48172 -0.036 -0.460 0.237 0.306
H 1.83924 2.75022 0.58076 0.060 0.218 -0.130 0.194
C 1.69212 2.29786 -1.58626 0.535 0.214 0.083 -0.478
H 3.63004 2.16416 -2.53529 -0.293 -0.204 -0.028 0.283
H 2.29513 1.95832 -3.67162 0.117 -0.241 0.305 0.261
H 2.73389 0.62379 -2.57489 0.208 0.140 -0.030 0.181
C -0.62379 3.72629 -0.04053 0.190 -0.008 -0.048 -0.617
H -0.35451 3.35932 0.95937 -0.131 0.338 -0.159 0.188
H -1.47204 4.41885 0.06835 0.244 -0.174 0.016 0.289
H 0.21322 4.29717 -0.45679 -0.219 -0.114 0.166 0.244
C -2.37813 2.00046 -0.35917 -0.286 0.054 -0.028 -0.629
H -2.76352 1.11518 -0.87417 -0.013 0.295 -0.023 0.209
H -3.14520 2.79219 -0.40638 0.159 -0.434 0.084 0.297
H -2.23925 1.74508 0.69949 -0.088 0.086 0.071 0.187
H 2.12006 0.33423 0.10870 2.223 -0.461 0.608 0.085
H 2.42846 -0.36294 0.53443 1.306 2.073 -0.788 0.028
C 0.65972 -1.71314 4.59162 0.248 0.306 0.614 -0.407
N -0.13195 -2.77601 4.00776 -0.048 -0.350 -0.351 -0.304
C -1.15412 -3.46371 4.63962 0.952 0.555 -0.660 0.028
C -1.57555 -4.42350 3.77553 0.881 0.245 -0.991 0.016
N -0.79874 -4.30603 2.63269 0.282 0.564 0.450 -0.282
C -0.88119 -5.18086 1.48298 -0.240 -0.658 -0.613 -0.428
C 0.10956 -3.30065 2.78059 -1.906 -0.198 1.097 0.168
Se 1.56794 -2.84499 1.65139 0.578 0.260 -0.603 0.283
H 0.29881 -1.59295 5.61695 0.331 0.250 -0.161 0.285
H 0.53179 -0.77665 4.03431 -0.097 -0.226 0.301 0.179
H 1.72235 -1.98745 4.58746 -0.255 0.039 0.177 0.259
H -1.45047 -3.21269 5.63650 -0.186 0.016 0.313 0.293
H -2.32664 -5.18093 3.86553 -0.233 -0.245 0.054 0.300
H -0.65169 -6.21169 1.78277 -0.040 0.265 -0.130 0.287
H -1.89504 -5.13802 1.06909 0.234 -0.096 0.049 0.257
H -0.15703 -4.84773 0.73376 -0.163 -0.205 0.101 0.214
```
Positions in Å, forces in eV/Å.

***

Entry from OMol25: a structure of composition C27H20INOPRuS (ωB97M-V with the def2-TZVPD basis set).

Orbital gap (alpha / beta) in eV: 6.39 / 4.01
Lowest unoccupied orbital energy (alpha / beta) in eV: -10.31 / -12.70
Spin multiplicity: 5
Charge: +3
Energy above the lowest of the compared OMol25 structures with the same formula, charge and spin in kcal per mole: 0.1

```
53
Properties=species:S:1:pos:R:3:forces:R:3:nbo_charge:R:1
Ru 0.17136 0.36109 -0.82187 -0.399 0.095 -0.277 0.786
I -2.40107 0.45104 -0.23144 0.008 0.100 0.075 0.482
C -3.28390 2.22286 -0.97443 0.004 -0.081 0.022 -0.167
C -4.38127 2.54636 -0.21705 0.004 0.008 -0.042 -0.193
C -5.22487 3.59493 -0.61095 0.001 0.039 -0.048 -0.181
C -4.94638 4.26446 -1.76594 -0.007 -0.056 0.078 -0.109
C -3.80571 3.94844 -2.54157 -0.031 0.028 -0.005 -0.078
C -3.58749 4.68772 -3.72960 0.084 -0.025 -0.050 -0.059
C -2.49783 4.46435 -4.52176 -0.077 0.011 0.062 -0.236
C -1.55996 3.51474 -4.11186 -0.008 -0.031 0.033 -0.035
C -1.73609 2.73863 -2.97009 0.009 0.048 -0.109 -0.514
P -0.32828 1.69161 -2.71517 0.310 -0.144 0.248 1.275
C 1.17999 2.45798 -3.25786 -0.010 0.080 -0.055 -0.479
C 1.59402 3.61550 -2.58741 -0.014 -0.005 0.005 -0.116
C 2.73590 4.27202 -3.00847 -0.006 0.000 -0.004 -0.213
C 3.46179 3.77883 -4.08874 -0.002 0.006 0.001 -0.129
C 3.04791 2.63278 -4.75624 -0.001 -0.002 0.000 -0.187
C 1.90433 1.96539 -4.34697 -0.017 0.004 -0.022 -0.177
C -0.45912 0.00919 -3.29859 -0.016 -0.003 -0.062 -0.326
C 0.63697 -0.84482 -3.00793 0.017 0.017 -0.068 -0.325
C 0.50986 -2.21954 -3.21711 0.049 0.020 0.050 -0.164
C -0.67396 -2.72977 -3.72304 -0.023 -0.012 -0.007 -0.129
C -1.74773 -1.88471 -4.02062 -0.006 -0.015 -0.001 -0.141
C -1.65908 -0.52693 -3.78479 0.003 -0.005 0.038 -0.198
C -2.90205 2.91412 -2.15083 -0.026 0.001 0.013 0.022
H -4.62752 1.99293 0.68022 0.022 -0.012 0.003 0.249
H -6.08755 3.83759 -0.00685 -0.007 0.020 -0.017 0.265
H -5.59482 5.05813 -2.11361 -0.013 0.000 0.020 0.253
H -4.31374 5.44632 -3.99360 0.010 0.006 -0.017 0.252
H -2.33427 5.02328 -5.43195 -0.022 0.017 0.005 0.262
H -0.66694 3.39757 -4.71321 0.007 -0.017 0.020 0.228
H 1.01487 4.01330 -1.76113 0.005 -0.001 0.004 0.220
H 3.05322 5.17784 -2.50969 0.003 -0.004 0.003 0.249
H 4.34751 4.30273 -4.42302 0.001 -0.003 0.000 0.254
H 3.60395 2.27088 -5.61034 0.001 -0.004 0.003 0.255
H 1.56647 1.09608 -4.89684 -0.001 -0.017 0.013 0.232
H 1.61485 -0.42131 -2.77739 0.020 -0.020 -0.022 0.260
H 1.34956 -2.87502 -3.02743 0.003 0.004 -0.004 0.257
H -0.76396 -3.79145 -3.91200 0.004 -0.002 0.004 0.264
H -2.65414 -2.30032 -4.44086 -0.003 0.004 0.002 0.264
H -2.49807 0.12566 -3.99480 -0.001 -0.002 -0.006 0.250
O 1.95416 1.14973 -0.32961 0.065 0.011 0.073 -0.547
N 2.59710 0.73436 0.78167 -0.041 -0.012 -0.033 0.025
C 3.65391 1.43623 1.16422 0.061 0.015 0.042 0.106
C 4.39575 1.04692 2.28493 -0.018 0.024 -0.039 -0.129
C 4.03316 -0.08254 2.99185 -0.022 -0.018 -0.008 -0.132
C 2.92504 -0.80823 2.57044 0.006 -0.003 0.016 -0.092
C 2.18683 -0.39708 1.45158 0.086 0.022 0.038 -0.078
S 0.83206 -1.26163 0.91582 -0.003 -0.082 0.024 0.298
H 3.88894 2.29688 0.55323 -0.008 -0.004 -0.006 0.275
H 5.25088 1.64617 2.56715 0.001 -0.004 0.004 0.285
H 4.59804 -0.40368 3.85675 0.002 0.005 0.001 0.286
H 2.60258 -1.69868 3.09439 -0.002 0.000 -0.002 0.280
```
Positions in Å, forces in eV/Å.